Entry 1:
A cluster of 2 separate species, C28H38FNO7 in total at a distorted geometry, computed with ωB97M-V with the def2-TZVPD basis set.

For the max |F|, the calculation gives 4.394 eV/A. Its structure (SMILES) is O=C1c2ccc(CCCF)cc2C(=O)c2c1cc(CCCO)c(CCO)c2O.COCCNCCOC. The energy comes out at -1770.6122 hartree. The value obtained for the HOMO energy is -8.5 eV.

ORCA input file:
```
! RIJCOSX wB97M-V def2-TZVPD def2/J DEFGRID3
* xyz 0 1
O -0.21858 0.06431 1.96435
C 0.76984 -0.17200 1.23049
C 2.28230 -0.23905 1.78902
C 2.69463 -0.93996 3.09989
C 4.21587 -0.95020 3.46814
C 5.32911 -0.30745 2.60638
C 6.89147 -0.33707 2.92808
C 7.84773 -0.19286 1.65102
C 7.61284 -1.28242 0.50594
F 8.24306 -2.55594 0.79071
C 4.89045 0.41725 1.28506
C 3.39767 0.43518 0.90476
C 2.89282 1.12336 -0.46546
O 3.32226 2.23558 -0.85769
C 1.76592 0.27304 -1.24789
C 0.65000 -0.39825 -0.36270
C -0.45007 -1.24336 -1.03800
C -0.45460 -1.44433 -2.59660
C -1.61336 -2.33616 -3.23804
C -2.51115 -1.58704 -4.33966
C -2.76074 -2.64608 -5.54607
O -1.53949 -3.11474 -6.16268
C 0.68539 -0.78474 -3.44338
C 0.80299 -0.97013 -5.04386
C 1.71734 -2.30830 -5.24447
O 3.04192 -2.12552 -4.67271
C 1.79450 0.09663 -2.78171
O 2.85607 0.73336 -3.49481
H 1.88435 -1.42340 3.75205
H 4.54136 -1.49483 4.42582
H 7.16812 0.41723 3.75774
H 7.10681 -1.37862 3.38661
H 7.73507 0.89290 1.27259
H 8.96022 -0.28182 1.95576
H 6.51543 -1.49902 0.26957
H 8.06149 -0.84272 -0.46528
H 5.63717 0.93874 0.58370
H -1.26731 -1.75629 -0.43480
H -1.14088 -3.31366 -3.62794
H -2.29067 -2.66168 -2.36149
H -3.53476 -1.30702 -3.90845
H -2.03625 -0.60711 -4.71291
H -3.49304 -2.22020 -6.33259
H -3.29851 -3.58546 -5.13108
H -1.19017 -3.91373 -5.71078
H -0.20379 -1.09613 -5.55857
H 1.41980 -0.11440 -5.49266
H 1.22858 -3.19512 -4.68441
H 1.84890 -2.52254 -6.35540
H 3.01302 -2.20616 -3.69435
H 2.50299 1.60017 -3.79347
C -2.01919 2.66075 2.16175
O -3.20771 2.41604 1.42269
C -3.60244 1.04310 1.44445
C -4.92171 0.88500 2.20138
N -4.73412 1.11504 3.63396
C -5.99102 1.21179 4.37991
C -6.89972 2.41100 4.06898
O -6.34594 3.66599 4.44983
C -5.51949 4.26946 3.46507
H -1.73474 3.70498 2.00920
H -2.18602 2.50307 3.23035
H -1.20466 2.02447 1.81170
H -2.82325 0.39413 1.85772
H -3.76129 0.74446 0.40239
H -5.30750 -0.12771 2.04535
H -5.63766 1.59882 1.77749
H -4.21652 1.97723 3.76567
H -5.71997 1.26318 5.43929
H -6.55851 0.28494 4.24573
H -7.80558 2.29338 4.67311
H -7.23532 2.42773 3.02645
H -5.83529 4.02546 2.44744
H -4.47714 3.98269 3.61893
H -5.57932 5.35279 3.59341
*
```

Entry 2:
A structure of composition C28H38FeN6O10P2 at a distorted geometry, computed with ωB97M-V with the def2-TZVPD basis set.

As for the relative energy (zero: lowest compared OMol25 entry of this formula, charge and spin): 45.1 kJ/mol. For the max |F|, the calculation gives 1.233 eV/A. The energy comes out at -4117.2223 hartree. The value obtained for the HOMO energy (alpha / beta) is -9.8 / -9.8 eV.

ORCA input file:
```
! RIJCOSX wB97M-V def2-TZVPD def2/J DEFGRID3
* xyz 1 6
Fe -0.25294 -0.35129 -0.29039
O 6.10717 -3.27825 0.36984
C 5.66899 -2.34762 1.05482
O 6.16395 -1.58675 1.90249
C 4.18901 -2.03567 0.79090
C 3.40780 -1.44857 1.78221
C 2.10927 -1.10631 1.49269
N 1.56371 -1.32808 0.28798
C 2.28305 -1.96225 -0.64635
C 3.59667 -2.32025 -0.43381
C 1.48456 -2.30861 -1.82897
C 1.96260 -2.97648 -2.93946
C 1.08058 -3.30058 -3.95557
C -0.25100 -2.94261 -3.83904
C -0.64741 -2.24825 -2.71408
N 0.19932 -1.96163 -1.72123
C 1.16684 -0.52216 2.45243
C 1.53396 0.04081 3.66653
C 0.54328 0.53411 4.49480
C -0.78321 0.43746 4.09655
C -1.05597 -0.11507 2.86200
N -0.10350 -0.58005 2.04786
H 3.86224 -1.26806 2.74757
H 4.19018 -2.84174 -1.17320
H 3.00693 -3.24459 -3.00868
H 1.43659 -3.81850 -4.83584
H -0.96932 -3.17214 -4.61352
H -1.67200 -1.91966 -2.58535
H 2.57560 0.08930 3.95245
H 0.80207 0.98374 5.44498
H -1.58986 0.79061 4.72379
H -2.07623 -0.21253 2.50717
C -0.95395 2.87966 -4.39458
C -0.91545 1.58933 -3.58053
O -1.60942 0.51865 -4.21769
P -1.75440 1.82451 -1.99609
O -3.17928 2.44538 -2.29235
O -1.03952 3.00631 -1.27297
O -1.86130 0.57083 -1.15388
P 0.78847 0.96946 -3.19419
O 1.77100 2.22600 -3.23783
O 1.11271 -0.04368 -4.21523
O 0.73027 0.59340 -1.70982
H -1.98407 3.12614 -4.64563
H -0.38862 2.74621 -5.31747
H -0.51813 3.70738 -3.83648
H -0.95420 0.06050 -4.77029
H -3.82549 1.79323 -2.58915
H -0.46036 2.61893 -0.56784
H 2.26515 2.23757 -4.06620
C -4.37022 -2.69766 2.19199
C -3.96658 -3.06594 0.75618
C -5.08903 -2.72765 -0.23291
C -3.57614 -4.54754 0.66377
C -2.78125 -2.25596 0.40831
N -1.86113 -1.62745 0.14857
H -5.23123 -3.30115 2.47762
H -4.64686 -1.64519 2.26600
H -3.56009 -2.90117 2.89294
H -5.97161 -3.30927 0.03156
H -4.80235 -2.97979 -1.25389
H -5.34542 -1.66880 -0.19418
H -4.43803 -5.15012 0.94934
H -2.75089 -4.78309 1.33541
H -3.28734 -4.81682 -0.35203
C 3.08301 3.33559 2.15483
N 2.22874 2.49733 1.31326
C 2.98091 1.57793 0.44468
C 0.89096 2.49960 1.28071
O 0.26985 1.58913 0.61672
N 0.12283 3.42255 1.91346
C -1.33489 3.34817 1.80656
C 0.50863 4.73022 2.44646
H 4.06969 2.88184 2.16250
H 2.72954 3.36039 3.18459
H 3.18599 4.34698 1.76493
H 3.89428 2.08146 0.13709
H 2.40987 1.32419 -0.43864
H 3.25014 0.67037 0.97928
H -1.65099 2.39321 1.41512
H -1.69649 4.13678 1.14263
H -1.76815 3.50018 2.79553
H 1.57185 4.88961 2.48065
H 0.10752 4.83356 3.45509
H 0.06849 5.51040 1.82253
*
```

Entry 3:
A structure of composition C28H38GaIN7O5S2, computed with ωB97M-V with the def2-TZVPD basis set.

As for the relative energy (zero: lowest compared OMol25 entry of this formula, charge and spin): 0.0 kJ/mol. For the max |F|, the calculation gives 0.492 eV/A. The energy comes out at -4868.1271 hartree. The value obtained for the HOMO energy is -10.5 eV.

ORCA input file:
```
! RIJCOSX wB97M-V def2-TZVPD def2/J DEFGRID3
* xyz 1 1
Ga -0.13343 0.20338 -0.16868
C -1.46383 -0.64323 2.43954
C -2.00515 -1.56565 1.32278
N -2.05633 -0.83919 0.05402
C -3.16712 0.11425 -0.06587
C -2.74627 1.36822 -0.83287
N -1.41471 1.83983 -0.43159
C -1.33775 2.65796 0.78475
C -1.46891 1.79846 2.04093
N -0.74589 0.52248 1.90135
H -2.27647 -0.30212 3.08425
H -0.78378 -1.21864 3.06539
H -1.32297 -2.39953 1.17827
H -2.98258 -1.96715 1.60337
H -2.04975 -1.48016 -0.73151
H -4.02084 -0.34120 -0.57374
H -3.50856 0.36974 0.93736
H -2.69186 1.14700 -1.89905
H -3.49484 2.15242 -0.68600
H -0.96697 2.32427 -1.20997
H -0.36009 3.13975 0.77876
H -2.10369 3.43909 0.78416
H -1.08576 2.36283 2.89409
H -2.51809 1.58827 2.25209
H 0.18101 0.61269 2.33884
I -2.02285 0.43622 -8.72690
C -1.22175 0.13806 -6.82895
C 0.15261 0.20752 -6.64506
C 0.68006 0.01116 -5.38011
C -0.16041 -0.23779 -4.30162
C -1.53417 -0.30245 -4.49900
C -2.07129 -0.12432 -5.76255
C 0.44384 -0.40494 -2.95046
O 1.64163 -0.58933 -2.81666
O -0.40313 -0.39243 -1.95443
H 0.80518 0.41568 -7.48088
H 1.74585 0.05911 -5.21278
H -2.18559 -0.50494 -3.66023
H -3.13789 -0.18616 -5.91833
N 2.94633 7.83858 0.53092
C 2.72573 6.56250 0.09469
C 1.42996 6.13217 -0.22727
C 1.20604 4.83527 -0.63068
C 2.26205 3.93154 -0.71721
C 3.55500 4.35792 -0.43566
C 3.78492 5.65501 -0.02819
S 1.97380 2.29106 -1.24801
O 0.80004 2.29168 -2.09492
O 3.22231 1.76541 -1.72211
N 1.48468 1.42649 0.06042
C 2.38321 1.26046 1.09209
S 4.11267 1.36114 0.93476
C 4.25483 1.04765 2.61585
C 3.03329 0.86256 3.16288
N 1.97554 0.98860 2.30188
H 2.22741 8.52968 0.40061
H 3.88823 8.18783 0.55252
H 0.60801 6.83320 -0.17933
H 0.21073 4.53390 -0.92531
H 4.38489 3.67775 -0.56505
H 4.79453 5.98092 0.18371
H 5.21412 1.02731 3.09793
H 2.83844 0.64940 4.20110
O 0.78612 -1.36460 0.57267
C 1.99042 -1.79158 0.52619
C 2.41299 -2.67364 1.67002
C 3.89487 -2.65057 2.03038
C 4.76983 -3.50895 1.12113
C 4.42300 -3.33869 -0.35504
C 4.14886 -1.89310 -0.74070
N 2.77691 -1.45977 -0.46108
H 2.07919 -3.68990 1.43613
H 1.80723 -2.33941 2.51383
H 4.00005 -2.98277 3.06398
H 4.24139 -1.61273 2.01409
H 4.68012 -4.56179 1.39530
H 5.81360 -3.23473 1.28391
H 3.54325 -3.93284 -0.61694
H 5.23664 -3.71984 -0.97364
H 4.25887 -1.76059 -1.81642
H 4.84892 -1.20482 -0.25983
H 2.35824 -0.89279 -1.22177
*
```